[1]
One molecule with the formula C19H27ClN6O2, computed with ωB97M-V/def2-TZVPD.

Calculated values
Relative energy (zero: lowest compared OMol25 entry of this formula, charge and spin) in kcal per mole: 7.60
F_max in eV/A: 0.2
E_tot in a.u.: -1679.479058
Orbital gap in eV: 9.047
HOMO in eV: -9.1
SMILES string: Cc1ccn([C@H](C)C(=O)N[C@H](CNC(=O)c2nc(C)ncc2Cl)CC(C)C)n1

Geometry (Å):
C  -2.59214  1.51041  -4.70817
C  -2.90726  1.16766  -3.28897
C  -3.57260  0.02759  -2.79651
C  -3.60282  0.20354  -1.43432
N  -2.99283  1.37529  -1.17254
C  -2.77960  1.98194  0.13203
C  -3.23546  3.43382  0.15860
C  -1.33584  1.87920  0.63335
O  -1.06263  2.31497  1.73580
N  -0.43732  1.26017  -0.17111
C  0.98383  1.43531  0.10666
C  1.76584  1.59599  -1.20727
N  1.03120  2.23770  -2.28085
C  0.52944  3.48671  -2.17161
O  0.55774  4.14611  -1.15230
C  -0.07238  4.00016  -3.46647
N  0.28341  3.34230  -4.56964
C  -0.18006  3.75121  -5.74503
C  0.26076  3.00227  -6.96400
N  -1.00403  4.78618  -5.91244
C  -1.36839  5.43734  -4.81945
C  -0.92436  5.09255  -3.54950
Cl  -1.47976  6.02461  -2.21656
C  1.50221  0.29501  0.98303
C  2.90193  0.49211  1.58220
C  4.02706  0.03192  0.65517
C  3.00448  -0.25604  2.90993
N  -2.55858  1.97823  -2.29626
H  -1.59473  1.16483  -4.98755
H  -3.30989  1.04554  -5.38278
H  -2.62848  2.58950  -4.85448
H  -3.98254  -0.79306  -3.35956
H  -4.01204  -0.40174  -0.64250
H  -3.37512  1.39530  0.83386
H  -3.07079  3.83574  1.15542
H  -2.66212  4.01817  -0.55795
H  -4.29310  3.49968  -0.09551
H  -0.70415  1.15182  -1.13863
H  1.06932  2.36329  0.67397
H  2.67958  2.15416  -0.99179
H  2.05688  0.61256  -1.58155
H  1.06692  1.85910  -3.21410
H  -0.39011  3.23468  -7.80220
H  1.28104  3.29158  -7.22287
H  0.26234  1.93031  -6.77252
H  -2.04560  6.27582  -4.93803
H  0.78391  0.20794  1.80087
H  1.46289  -0.64877  0.42491
H  3.03150  1.56141  1.78690
H  3.91586  -1.03242  0.42974
H  4.05064  0.57218  -0.29030
H  4.99862  0.16800  1.13346
H  2.83402  -1.32549  2.75683
H  3.99335  -0.13734  3.35613
H  2.26194  0.10352  3.62323

Forces on atoms 1 to 3 (eV/Å):
0.0054 0.0066 0.0081
0.0002 -0.0044 0.0050
0.0068 0.0013 -0.0007

---

[2]
C19H27CsF5O5SSi as an isolated structure at a distorted geometry, computed with ωB97M-V/def2-TZVPD.

Calculated values
Net charge: +1
F_max in eV/A: 8.4
E_tot in a.u.: -2323.192567
Orbital gap in eV: 8.546
HOMO in eV: -11.7

Geometry (Å):
C  3.26877  -1.55781  1.26552
Si  3.22047  -0.35174  -0.17473
C  4.86036  0.59892  -0.22237
C  1.71795  0.83275  -0.07669
C  1.48606  1.46185  1.40381
C  -0.08514  1.75121  1.54922
C  -0.48731  3.31703  1.54240
C  -2.03105  3.33822  1.53808
C  -2.61457  3.10574  0.14690
C  -4.05378  2.53461  0.21887
C  -4.20310  1.10436  -0.27544
O  -4.42611  0.22173  0.86784
C  -4.73033  -1.01862  0.56374
O  -5.53698  -1.65873  1.09113
O  -3.97806  -1.56539  -0.52507
S  -2.90407  -2.69346  -0.18181
O  -3.45523  -3.79453  0.51208
O  -2.22667  -2.98590  -1.38991
C  -1.63168  -1.92429  0.93607
F  -0.53446  -1.71984  0.20225
F  -2.02785  -0.73869  1.42142
C  -1.25567  -2.82327  2.14239
F  -0.76713  -3.97669  1.74308
F  -2.30897  -2.99860  2.92033
F  -0.33150  -2.15828  2.84278
C  2.96312  -1.29000  -1.78329
C  3.37417  -0.70415  -2.98322
C  3.15001  -1.37143  -4.17820
C  2.51187  -2.60090  -4.16893
C  2.11837  -3.19616  -2.98332
C  2.33992  -2.53847  -1.78183
H  2.31628  -1.54907  1.79054
H  4.04559  -1.31307  1.98235
H  3.48476  -2.56544  0.92974
H  5.49195  0.12995  -0.96967
H  5.35891  0.49486  0.73546
H  4.69971  1.65026  -0.44786
H  0.85957  0.21351  -0.36941
H  1.76925  1.63716  -0.88999
H  1.84665  0.81742  2.19260
H  2.01183  2.44949  1.55657
H  -0.49011  1.27989  2.43310
H  -0.65578  1.32110  0.70552
H  -0.09923  3.78456  2.46179
H  -0.09366  3.80912  0.61805
H  -2.33163  2.49360  2.14970
H  -2.36476  4.26959  1.97979
H  -2.66798  4.03732  -0.41087
H  -2.02058  2.40383  -0.43531
H  -4.41278  2.52849  1.24359
H  -4.73318  3.16152  -0.34623
H  -5.07451  1.01842  -0.91725
H  -3.34774  0.75686  -0.84790
H  3.86167  0.25954  -2.95010
H  3.46355  -0.92972  -5.11094
H  2.32502  -3.08950  -5.11087
H  1.62050  -4.15114  -2.99107
H  2.04485  -2.95408  -0.83211
Cs  1.67049  3.43606  -0.33237

Forces on atoms 1 to 3 (eV/Å):
-0.2801 0.4315 -0.0692
0.5095 -0.4369 -0.4227
-0.8194 -0.3386 0.0924

---

[3]
A 3-piece molecular cluster, C19H27F16NO9P2 overall, computed with ωB97M-V/def2-TZVPD.

Calculated values
F_max in eV/A: 0.8
E_tot in a.u.: -3752.742203
Orbital gap in eV: 9.598
HOMO in eV: -9.7
SMILES string: COC[C@@]1(O)CC(=O)N[C@@]1(C[C@H](C)O)PP(=O)(O)O.FC(F)C(F)(F)COC(F)(F)C(F)F.FC(F)C(F)(F)COC(F)(F)C(F)F

Geometry (Å):
C  -2.81006  0.47473  -2.85964
O  -1.66208  -0.34261  -2.79417
C  -0.58806  0.22344  -2.09411
C  -0.44078  -0.42296  -0.71910
O  -1.73883  -0.52341  -0.12655
C  0.08495  -1.85053  -0.73924
C  0.49236  -2.07871  0.70991
O  0.65691  -3.13145  1.24661
N  0.63305  -0.81829  1.35675
C  0.53633  0.24048  0.31369
C  0.05240  1.52449  1.00572
C  -0.33481  2.80951  0.24753
C  0.62942  3.32674  -0.80507
O  -0.55227  3.82086  1.22949
P  2.25270  0.47782  -0.45400
P  3.57537  0.55371  1.29699
O  3.51883  -0.57603  2.22027
O  4.99901  0.75530  0.57822
O  3.34011  1.98533  2.01219
H  -3.22249  0.67124  -1.86497
H  -3.55295  -0.06026  -3.44726
H  -2.58864  1.43025  -3.35029
H  -0.70511  1.30818  -1.99833
H  0.31480  0.03237  -2.68618
H  -1.87732  0.17650  0.51651
H  0.93432  -1.99639  -1.40765
H  -0.68226  -2.55720  -1.05052
H  -0.06995  -0.73907  2.08440
H  -0.84009  1.23418  1.57359
H  0.76820  1.80262  1.78479
H  -1.33033  2.67779  -0.18464
H  0.20979  4.22606  -1.25733
H  1.58692  3.60137  -0.34298
H  0.85714  2.61488  -1.59431
H  0.28940  4.23164  1.45170
H  2.58564  -0.86140  -0.71125
H  5.55252  1.42552  0.99546
H  2.91401  2.64468  1.45463
F  6.96682  0.08204  6.98904
C  7.14674  -0.38689  5.73658
F  8.46718  -0.60075  5.54606
C  6.66286  0.64420  4.71350
F  7.41682  1.76008  4.79438
F  6.90163  0.06857  3.49324
C  5.17502  1.00122  4.72170
O  4.83688  2.21330  5.36241
C  4.48860  2.25947  6.67420
F  4.44432  1.04322  7.24122
F  3.24097  2.79269  6.75912
C  5.40993  3.20313  7.46238
F  6.68117  2.76264  7.40201
F  5.01962  3.21368  8.75607
H  6.60891  -1.33012  5.61512
H  4.93373  1.16074  3.69670
H  4.55791  0.16856  5.05595
H  5.34865  4.21236  7.05191
F  -4.98796  -4.14190  -5.47357
C  -5.98538  -5.02578  -5.26642
F  -5.78495  -6.09505  -6.06538
C  -7.33556  -4.39355  -5.62259
F  -7.37314  -4.10484  -6.93596
F  -8.25651  -5.37536  -5.37179
C  -7.78532  -3.18576  -4.79369
O  -7.56387  -1.92612  -5.38975
C  -6.42846  -1.21446  -5.16847
F  -5.60022  -1.82076  -4.29923
F  -6.77812  -0.02037  -4.62356
C  -5.70428  -0.88998  -6.48423
F  -5.35014  -2.02782  -7.10845
F  -4.58381  -0.19196  -6.19059
H  -5.97453  -5.35167  -4.22330
H  -8.86827  -3.27953  -4.73041
H  -7.38514  -3.23693  -3.78108
H  -6.35023  -0.29767  -7.13395

Forces on atoms 1 to 3 (eV/Å):
-0.1620 0.0518 0.0790
0.0544 -0.1006 -0.1791
0.2848 0.0291 -0.0324

---

[4]
C19H27F6N7O3PPd as an isolated structure at a distorted geometry, computed with ωB97M-V/def2-TZVPD.

Calculated values
Relative energy (zero: lowest compared OMol25 entry of this formula, charge and spin) in kcal per mole: 45.44
Net charge: +2
F_max in eV/A: 3.2
E_tot in a.u.: -2417.377664
Multiplicity: 2
Orbital gap (spin up / spin down) in eV: 7.875 / 5.619
HOMO (spin up / spin down) in eV: -13.9 / -13.9

Geometry (Å):
Pd  -1.33035  -1.06169  -1.57724
N  -3.51130  -1.26454  -1.02322
C  -3.60010  -1.85763  0.31885
C  -4.91605  -1.54524  1.02147
C  -5.27013  -2.54107  2.13596
C  -6.14364  -1.98003  3.26053
N  -5.65388  -0.76300  3.92539
C  -4.73524  -0.73574  4.87920
N  -4.44674  0.41719  5.49289
N  -4.14024  -1.85833  5.27396
C  -2.38056  -1.41830  1.10509
O  -2.41805  -1.32552  2.32175
O  -1.29961  -1.17048  0.40314
H  -4.03290  -0.40675  -1.10019
H  -3.84299  -1.90094  -1.73141
H  -3.50247  -2.93792  0.20101
H  -5.71140  -1.58045  0.27261
H  -4.86408  -0.52457  1.40746
H  -4.35899  -2.97804  2.54237
H  -5.84889  -3.35931  1.70149
H  -6.29916  -2.74286  4.02592
H  -7.12372  -1.73022  2.86133
H  -6.12773  0.10050  3.72425
H  -4.99796  1.24154  5.34064
H  -3.77254  0.44822  6.23604
H  -4.14110  -2.64956  4.65158
H  -3.34648  -1.80206  5.89021
F  -1.25797  -0.89938  -3.77473
P  -0.69693  -2.50163  -4.10278
F  0.37107  -1.92870  -5.10231
F  -1.81524  -2.92611  -2.93924
F  -0.18450  -3.97564  -4.16166
F  0.36171  -2.18507  -2.84683
F  -1.79847  -2.67993  -5.19756
C  5.54346  5.80837  -0.52408
C  5.56935  4.33013  -0.68899
C  6.49543  3.70709  -1.57075
C  6.51733  2.36175  -1.71439
C  5.58477  1.54740  -0.98550
N  5.65918  0.23224  -1.16679
C  4.91779  -0.84096  -0.53403
O  5.54872  -1.76370  -0.10644
N  3.55875  -0.74410  -0.44039
C  2.57658  -0.07985  -1.23718
C  2.79426  0.47120  -2.49251
C  1.74758  1.09614  -3.14826
C  0.49698  1.10478  -2.56780
N  0.26327  0.49590  -1.39735
C  1.28102  -0.06497  -0.74248
C  4.64833  2.16380  -0.09138
C  4.65794  3.51015  0.04450
H  6.41062  6.28902  -0.97388
H  5.48393  6.07991  0.53371
H  4.64120  6.21551  -0.99935
H  7.19536  4.31837  -2.12944
H  7.23225  1.89033  -2.38290
H  6.52798  -0.11320  -1.55872
H  3.20290  -1.47150  0.16159
H  3.75376  0.37820  -2.98733
H  1.88968  1.52819  -4.13401
H  -0.34515  1.57898  -3.04584
H  1.03228  -0.54097  0.19970
H  3.97889  1.55583  0.50228
H  3.97217  3.97922  0.74208

Forces on atoms 1 to 3 (eV/Å):
-1.4140 1.7936 2.2274
0.6553 -0.6191 -0.6597
-0.0432 -0.0351 -0.1679

---

Question: The lowest E_tot belongs to which entry?
Answer: C19H27F16NO9P2

---

Question: Look up the F_max of the fourth one.
Answer: 3.2 eV/A

---

Question: What is the formula in the second record?
Answer: C19H27CsF5O5SSi